C51H82IN3O8S2 | ωB97M-V/def2-TZVPD

Values from the calculation:
**Structure (SMILES)**: CCCCc1c(N=C(C)C)c(CC(=O)I)c(CC(=O)c2ccccc2)c2c1Nc1c(cc([C@H](C)CCC)c(N)c1C[SH](=O)=O)S2.CCOCC.CCOCC.CCOCC.CCOCC
**M**: 1056.27 g/mol
**Charge**: 0
**HOMO level**: -7.67 eV
**Strongest force on any atom**: 3.0 eV/A
**Gap between HOMO and LUMO**: 8.04 eV

XYZ file:
```
147
Properties=species:S:1:pos:R:3:forces:R:3
C 0.528210 -3.021732 4.965081 -0.96 -0.25 -0.18
C -0.505963 -3.347673 3.859682 1.07 0.23 -0.51
C 0.058480 -3.028899 2.443970 -0.59 0.81 0.86
C 0.065990 -1.476765 2.268210 -0.64 -0.12 -0.22
C -0.414097 -0.993676 0.901410 0.94 -0.50 1.41
C 0.562327 -0.672910 -0.018864 1.13 0.90 -2.11
N 1.953818 -0.838864 0.274970 -1.21 -0.10 2.17
C 2.525558 0.100724 0.934010 0.48 -0.39 -0.17
C 2.381787 1.591434 0.669174 0.08 -0.25 0.73
C 3.480732 -0.303010 2.048732 0.75 -0.09 -0.50
C 0.220753 -0.185398 -1.270814 -0.26 0.22 -1.16
C 1.279183 0.188362 -2.285247 0.68 -0.10 0.82
C 1.904102 -1.032154 -2.976878 -0.99 -0.90 -0.23
O 1.320108 -2.038639 -3.254493 0.83 1.27 0.30
I 4.030903 -0.814175 -3.429014 -0.25 0.02 0.06
C -1.111106 -0.024713 -1.604429 -0.35 -0.02 -0.62
C -1.585498 0.476291 -2.961200 0.15 0.10 0.75
C -2.031952 1.965081 -2.978095 -0.06 -0.06 -0.89
O -2.380771 2.453982 -4.036015 0.17 -0.23 0.95
C -2.018164 2.759833 -1.683933 0.51 -0.47 -0.79
C -3.189603 3.082589 -1.057601 -1.55 -0.07 -0.38
C -3.231557 3.778914 0.134227 0.02 -0.22 -0.24
C -2.031048 4.143732 0.696159 -0.69 0.43 0.90
C -0.849739 3.825451 0.071717 1.41 0.43 0.64
C -0.813030 3.142656 -1.111523 -0.16 -0.59 -0.70
C -2.067954 -0.347928 -0.661231 -1.81 -0.24 0.14
C -1.769360 -0.848259 0.589386 1.19 0.01 0.38
N -2.753681 -1.179495 1.559007 -0.56 -0.42 -1.04
C -3.914729 -1.835148 1.055212 -0.13 -0.42 1.02
C -4.522036 -1.466597 -0.116878 1.24 1.25 -0.88
C -5.651878 -2.058883 -0.614352 0.07 0.13 -0.11
C -6.269647 -3.066294 0.083185 -0.70 -0.43 -0.46
C -7.553468 -3.649981 -0.497233 -0.32 1.27 -1.09
C -7.304194 -4.306919 -1.877205 -0.53 -0.55 0.80
C -8.553898 -2.469727 -0.761979 0.18 0.10 0.94
C -8.650182 -1.443537 0.389326 -0.70 -0.16 0.14
C -8.888965 -2.116051 1.765238 0.37 0.15 -0.69
C -5.685392 -3.482830 1.271400 -0.54 -0.59 -0.23
N -6.313241 -4.539906 1.973774 0.63 -0.43 -0.13
C -4.528038 -2.878054 1.757564 0.10 -0.60 0.70
C -4.000646 -3.377795 3.081820 -0.16 0.93 -0.71
S -4.785863 -2.463280 4.442022 0.36 -1.08 2.80
O -5.697110 -3.316200 5.155590 -0.82 -0.33 -1.00
O -3.772566 -1.954628 5.331529 0.66 0.88 -1.01
S -3.805117 -0.131122 -1.039132 0.04 0.16 0.06
H 1.006491 -2.061068 4.752302 0.13 -0.21 0.07
H 1.254250 -3.830823 5.069193 0.10 0.26 0.00
H -0.036909 -2.908101 5.896496 0.39 -0.09 0.07
H -1.343435 -2.670695 4.053087 -0.19 -0.38 -0.02
H -0.812302 -4.398861 3.886506 -0.14 0.19 0.31
H -0.557090 -3.487974 1.661661 0.21 -0.04 0.06
H 1.093313 -3.377461 2.374390 -0.24 -0.23 -0.23
H 1.073669 -1.132255 2.479320 -0.20 0.19 -0.16
H -0.576658 -0.986128 3.015697 0.13 -0.27 0.05
H 1.348180 1.921138 0.538400 0.11 -0.07 -0.09
H 2.859480 2.131456 1.492084 -0.30 0.12 -0.13
H 2.975944 1.822175 -0.223719 -0.20 -0.05 0.03
H 3.484160 0.430900 2.860989 0.01 0.02 -0.26
H 3.212254 -1.272659 2.472040 -0.12 0.07 -0.24
H 4.509881 -0.417342 1.677896 -0.12 0.22 0.10
H 0.895256 0.891204 -3.027349 0.18 -0.25 -0.14
H 2.087292 0.706572 -1.764296 -0.01 -0.05 -0.24
H -2.454763 -0.130940 -3.240494 0.04 0.28 -0.12
H -0.834316 0.310271 -3.734967 -0.18 0.16 -0.01
H -4.131878 2.771067 -1.501144 0.15 0.04 -0.04
H -4.191920 3.979422 0.593884 0.16 0.11 0.07
H -2.054337 4.667141 1.647570 0.29 -0.01 -0.11
H 0.088864 4.109709 0.541682 -0.12 0.07 -0.06
H 0.110005 2.865198 -1.613325 0.07 0.18 0.23
H -2.361419 -1.713198 2.319821 0.18 0.28 0.05
H -6.029397 -1.681580 -1.559640 -0.09 -0.17 0.08
H -8.065301 -4.352394 0.163048 0.25 0.04 0.02
H -6.811548 -3.618395 -2.565444 0.21 -0.21 0.14
H -8.271172 -4.573458 -2.323019 0.15 0.04 0.05
H -6.756179 -5.242693 -1.723403 0.23 0.23 -0.41
H -9.563967 -2.881221 -0.885210 0.22 -0.08 -0.23
H -8.275016 -1.949670 -1.685941 -0.10 -0.16 0.05
H -7.802309 -0.751862 0.408713 -0.02 -0.19 0.04
H -9.545251 -0.837222 0.192372 0.26 0.06 -0.12
H -9.471395 -3.026314 1.581417 -0.12 0.17 0.38
H -9.422415 -1.434049 2.430722 0.01 -0.23 0.01
H -7.951677 -2.416220 2.241119 -0.16 -0.02 0.00
H -5.627085 -5.154159 2.399795 -0.18 0.19 0.29
H -6.807341 -5.143641 1.328155 -0.22 0.23 0.07
H -2.930758 -3.212848 3.154095 -0.06 -0.05 0.32
H -4.187540 -4.433854 3.273420 -0.07 0.20 0.15
H -5.520012 -1.433126 3.926479 0.40 -0.23 -0.55
C 7.845182 -2.022230 -6.589738 0.12 -0.04 0.08
C 7.230600 -0.846584 -5.849402 0.06 -0.01 -0.15
O 7.624639 -0.755847 -4.491420 -0.24 -0.02 0.18
C 9.012689 -0.600717 -4.250597 0.16 0.02 -0.08
C 9.609107 0.648662 -4.875682 -0.14 0.03 -0.09
H 7.594089 -2.959703 -6.090486 -0.04 0.02 -0.02
H 7.473413 -2.059439 -7.614570 -0.03 0.00 0.02
H 8.933228 -1.954695 -6.632432 -0.01 0.05 -0.07
H 6.145840 -0.960192 -5.841863 0.01 0.03 0.13
H 7.440486 0.094351 -6.370024 0.06 -0.02 -0.03
H 9.555204 -1.496296 -4.574147 0.02 0.02 -0.05
H 9.126131 -0.545898 -3.167231 -0.15 -0.03 0.00
H 9.527352 0.640036 -5.964169 0.08 -0.05 0.00
H 10.666163 0.732061 -4.620939 -0.02 0.02 0.03
H 9.094398 1.540225 -4.515575 0.07 0.01 0.04
C -1.377544 7.186598 -2.510653 0.15 -0.06 -0.05
C -1.047532 7.974557 -1.254970 -0.11 0.03 -0.12
O 0.306571 7.867118 -0.849445 0.06 -0.09 0.24
C 1.275421 8.317208 -1.778751 0.01 0.04 -0.13
C 1.134054 9.782770 -2.153688 -0.11 0.04 0.04
H -1.137356 6.130689 -2.369402 -0.07 0.00 0.02
H -2.438292 7.276683 -2.747825 0.00 -0.02 0.04
H -0.812708 7.538185 -3.375488 -0.07 0.06 -0.01
H -1.641588 7.587424 -0.426145 0.14 -0.02 0.08
H -1.326953 9.027747 -1.371283 0.01 0.00 -0.06
H 1.266060 7.683987 -2.673098 -0.03 0.05 -0.05
H 2.244117 8.163068 -1.301441 -0.08 -0.07 0.11
H 0.181673 9.990153 -2.643163 0.04 -0.02 -0.08
H 1.931813 10.075749 -2.837529 0.01 -0.02 0.02
H 1.189289 10.410697 -1.262856 0.03 -0.01 -0.01
C 11.646709 4.207086 -6.752431 0.11 -0.05 0.08
C 10.552869 4.563462 -5.759781 0.07 0.08 -0.11
O 10.714144 3.959411 -4.489444 -0.18 -0.15 0.11
C 11.902111 4.278017 -3.787341 0.12 0.08 -0.01
C 12.064228 5.759834 -3.493976 -0.08 0.06 -0.07
H 11.702735 3.125006 -6.884892 -0.04 0.02 -0.02
H 11.444866 4.669374 -7.719535 -0.03 -0.02 0.01
H 12.628045 4.547605 -6.419193 -0.01 0.07 -0.04
H 9.595718 4.207187 -6.142767 -0.02 -0.06 0.14
H 10.460429 5.650196 -5.655879 0.06 0.02 -0.02
H 12.775432 3.889173 -4.323142 0.03 0.07 -0.02
H 11.849608 3.731834 -2.844672 -0.12 -0.07 -0.06
H 12.129321 6.353476 -4.406781 0.09 -0.01 0.00
H 12.973946 5.932800 -2.917601 -0.01 -0.02 0.01
H 11.212188 6.129935 -2.921436 0.02 -0.02 0.02
C -6.511745 -7.474667 8.131329 0.13 -0.03 -0.08
C -6.132646 -6.723691 9.396686 -0.10 0.05 -0.09
O -4.752979 -6.786257 9.708952 0.08 -0.12 0.20
C -3.868091 -6.255625 8.737483 0.02 0.10 -0.12
C -4.097795 -4.785767 8.432537 -0.13 0.01 0.05
H -6.219442 -8.523654 8.209096 -0.04 0.01 0.03
H -7.588978 -7.421102 7.968350 0.01 0.00 0.03
H -6.020872 -7.061499 7.249167 -0.07 0.07 -0.01
H -6.653180 -7.169851 10.245009 0.14 0.00 0.07
H -6.463864 -5.681004 9.342782 -0.01 0.00 -0.08
H -3.910423 -6.854138 7.819970 -0.03 0.05 -0.04
H -2.863815 -6.384787 9.143564 -0.07 -0.09 0.12
H -5.088271 -4.603382 8.014868 0.06 0.01 -0.12
H -3.362513 -4.429464 7.709800 -0.01 0.01 0.00
H -4.010384 -4.189672 9.342665 0.05 -0.02 -0.01
```
Forces are in eV/Å.